Record 1
{
  "formula": "C10H16NS",
  "method": "ωB97M-V/def2-TZVPD",
  "de_lowest_kj_mol": 49.0,
  "total_charge": -1,
  "lumo_ev": 3.500,
  "homo_ev": -2.324,
  "max_force_ev_per_a": 3.22,
  "elements": ["C", "C", "C", "C", "C", "C", "C", "C", "C", "C", "N", "S", "H", "H", "H", "H", "H", "H", "H", "H", "H", "H", "H", "H", "H", "H", "H", "H"],
  "positions_angstrom": [[-0.767601, 0.566649, -0.779713], [0.566562, 0.761884, -0.640941], [-1.423536, -0.655265, -0.845827], [0.857534, -1.555830, -0.101135], [-3.729572, -0.075454, -0.198010], [-2.272825, -1.206008, 1.434183], [2.532937, 0.534192, 1.617482], [3.557034, 0.965915, -0.795996], [-2.604645, -1.101221, -0.078766], [2.642006, 0.002011, 0.127950], [1.340191, -0.372080, -0.372931], [1.743558, -3.033189, -0.010639], [-1.291252, 1.595836, -1.114782], [1.050165, 1.660091, -0.821566], [-4.238555, -0.234544, -1.103929], [-3.260137, 0.966339, -0.220065], [-4.431353, -0.127379, 0.660931], [-2.001138, -0.280308, 1.916936], [-1.279947, -1.679230, 1.439795], [-2.969168, -1.793986, 1.999423], [1.943522, -0.259862, 2.151709], [2.077922, 1.465527, 1.497124], [3.469645, 0.462856, 2.193261], [4.299067, 1.523330, -0.090264], [3.169357, 1.756726, -1.403768], [4.095770, 0.325200, -1.561675], [-2.831448, -2.168002, -0.416224], [3.154774, -0.914269, 0.253513]],
  "atomic_forces_ev_per_a": [[-1.434, 2.483, -1.234], [-1.472, -1.662, 0.041], [2.207, -0.513, 0.143], [-2.090, -1.276, -1.242], [0.699, 1.101, 0.736], [2.063, -0.710, -0.879], [0.161, -3.114, -0.807], [1.396, -1.257, 1.304], [0.321, -0.774, 1.343], [2.096, 1.352, 0.517], [1.129, 1.504, 0.636], [-0.762, 1.345, 0.238], [0.640, -2.342, 0.967], [0.810, 1.349, -0.198], [-0.974, 0.095, -1.228], [-0.759, -1.331, 0.144], [0.340, -0.042, -0.550], [-0.628, 0.807, 0.001], [-0.354, -0.519, 0.248], [-0.591, -0.182, 0.354], [-0.194, 1.110, -0.510], [-0.752, 1.629, 0.890], [0.057, 0.754, -0.705], [-0.936, -1.291, -1.220], [-1.165, 0.383, -0.035], [-0.266, 0.610, 1.137], [-0.387, 1.413, 0.327], [0.845, -0.924, -0.418]]
}

=====

Record 2
{
  "formula": "C10H16O",
  "method": "ωB97M-V/def2-TZVPD",
  "de_lowest_kj_mol": 101.8,
  "lumo_ev": 0.836,
  "smiles": "Cc1ccc(O)cc1.CCC",
  "homo_ev": -8.510,
  "max_force_ev_per_a": 1.21,
  "elements": ["C", "C", "C", "C", "C", "O", "C", "C", "H", "H", "H", "H", "H", "H", "H", "H", "C", "C", "C", "H", "H", "H", "H", "H", "H", "H", "H"],
  "positions_angstrom": [[2.619757, 1.684347, 0.715517], [1.469278, 0.789815, 1.122325], [0.162848, 1.293502, 1.119743], [-0.905722, 0.427352, 1.277524], [-0.682910, -0.913812, 1.538459], [-1.694091, -1.834806, 1.627250], [0.610844, -1.394328, 1.630018], [1.690593, -0.560635, 1.354038], [2.279645, 2.607076, 0.241982], [3.251773, 1.182564, -0.021643], [3.243501, 2.017754, 1.541993], [0.069954, 2.331597, 0.848245], [-1.924539, 0.796996, 1.188616], [-2.512223, -1.462175, 1.991829], [0.758873, -2.412794, 1.926088], [2.715193, -0.919589, 1.337514], [-1.630434, 1.132978, -3.289205], [-1.052639, 0.084397, -2.323942], [-0.071814, -0.924453, -2.931269], [-2.696051, 1.285623, -3.101507], [-1.179825, 2.108276, -3.094524], [-1.520680, 0.814019, -4.331191], [-0.490477, 0.560126, -1.523978], [-1.847479, -0.476141, -1.861244], [0.966837, -0.662422, -2.717775], [-0.247371, -1.913780, -2.509237], [-0.089688, -0.921319, -4.022440]],
  "atomic_forces_ev_per_a": [[-0.018, 0.209, -0.168], [0.116, 0.522, -0.533], [0.911, -0.749, -0.269], [-0.483, 0.472, 0.194], [-0.032, 0.054, -0.053], [-0.389, -0.117, 0.367], [0.462, 0.174, -0.090], [-0.438, 0.208, 0.364], [-0.212, -0.083, -0.029], [0.048, -0.013, 0.165], [0.103, -0.238, 0.218], [-0.485, 0.199, 0.132], [0.073, -0.058, 0.001], [0.456, 0.098, -0.250], [0.046, -0.471, -0.123], [-0.171, -0.192, 0.088], [-0.138, -0.063, 0.456], [0.539, -0.008, -0.177], [0.448, 0.257, -0.221], [0.000, -0.109, -0.066], [0.189, -0.057, -0.474], [0.083, 0.293, 0.139], [-0.348, 0.241, 0.211], [-0.415, -0.118, 0.222], [-0.010, 0.027, 0.247], [0.081, -0.087, -0.319], [-0.414, -0.391, -0.030]]
}

=====

Record 3
{
  "formula": "C10H16O",
  "method": "ωB97M-V/def2-TZVPD",
  "de_lowest_kj_mol": 107.8,
  "lumo_ev": 0.799,
  "smiles": "CCc1ccccc1.CCO",
  "homo_ev": -9.055,
  "max_force_ev_per_a": 1.39,
  "elements": ["C", "C", "C", "C", "C", "C", "C", "C", "H", "H", "H", "H", "H", "H", "H", "H", "H", "H", "C", "C", "O", "H", "H", "H", "H", "H", "H"],
  "positions_angstrom": [[-1.420145, -0.546619, -1.073235], [-0.183891, -0.381802, -0.203789], [-0.431177, -0.916068, 1.192330], [-0.437736, -2.300705, 1.421430], [-0.728544, -2.774733, 2.691805], [-0.982196, -1.921018, 3.745330], [-0.957795, -0.544733, 3.524318], [-0.689185, -0.069625, 2.247424], [-1.202026, -0.336918, -2.131896], [-2.241254, 0.093247, -0.771861], [-1.722844, -1.593380, -1.113757], [0.685927, -0.897621, -0.624530], [0.118170, 0.665105, -0.118983], [-0.248088, -2.948390, 0.578806], [-0.707934, -3.841719, 2.845478], [-1.163204, -2.271110, 4.748348], [-1.132298, 0.172354, 4.319588], [-0.715455, 1.001237, 2.056353], [1.224764, 1.318394, -3.065616], [1.593705, 2.704858, -2.534378], [2.752000, 2.616747, -1.676703], [0.168150, 1.402036, -3.342798], [1.369913, 0.503625, -2.371097], [1.746208, 1.136959, -4.005281], [1.887604, 3.317968, -3.380976], [0.772031, 3.142626, -1.978566], [2.645300, 3.269284, -0.977744]],
  "atomic_forces_ev_per_a": [[0.465, -0.296, -1.182], [0.168, 0.019, 0.597], [0.186, -0.687, -0.451], [-0.260, 1.051, 0.175], [0.301, -0.626, -0.440], [0.076, 0.985, 0.223], [0.049, -0.231, -0.197], [-0.231, 0.606, 0.225], [0.045, 0.304, 0.292], [-0.166, -0.056, 0.216], [-0.267, 0.007, 0.407], [-0.210, -0.075, -0.101], [-0.120, 0.041, -0.121], [0.062, -0.306, 0.075], [-0.101, -0.187, 0.154], [-0.076, -0.294, 0.049], [-0.047, -0.203, 0.034], [0.102, -0.077, 0.090], [-0.526, 0.997, -0.685], [1.063, -0.821, 0.361], [-0.369, -0.009, 0.041], [0.003, -0.383, 0.060], [0.070, 0.011, 0.226], [0.226, -0.263, 0.186], [-0.372, 0.394, -0.122], [-0.214, 0.160, -0.031], [0.142, -0.063, -0.081]]
}

=====

Record 4
{
  "formula": "C10H16O",
  "method": "ωB97M-V/def2-TZVPD",
  "de_lowest_kj_mol": 135.7,
  "lumo_ev": 0.852,
  "smiles": "Cc1ccc(O)cc1.CCC",
  "homo_ev": -8.353,
  "max_force_ev_per_a": 2.06,
  "elements": ["C", "C", "C", "C", "C", "O", "C", "C", "H", "H", "H", "H", "H", "H", "H", "H", "C", "C", "C", "H", "H", "H", "H", "H", "H", "H", "H"],
  "positions_angstrom": [[2.619662, -0.454117, 0.783642], [1.731010, 0.635196, 1.325972], [1.274414, 1.708543, 0.581862], [0.304723, 2.568616, 1.157509], [-0.032525, 2.406273, 2.456329], [-1.015479, 3.218555, 2.998661], [0.509039, 1.386409, 3.275826], [1.462975, 0.584215, 2.734451], [3.578925, -0.371058, 1.310980], [2.817609, -0.356829, -0.279498], [2.223273, -1.426828, 1.069656], [1.616436, 1.688874, -0.445025], [-0.149661, 3.351919, 0.572558], [-1.427069, 2.777108, 3.718181], [0.172330, 1.422669, 4.304250], [2.065978, -0.177231, 3.213607], [-1.815747, -2.786633, -1.940045], [-2.002546, -1.794555, -3.088164], [-1.086607, -0.589807, -2.944757], [-2.314570, -2.403035, -1.051855], [-0.787397, -3.125067, -1.770814], [-2.245633, -3.759559, -2.189079], [-1.813579, -2.325155, -4.024444], [-3.058294, -1.515160, -3.073899], [-1.021356, -0.223285, -1.921660], [-0.127433, -0.787901, -3.409170], [-1.478477, 0.347842, -3.365075]],
  "atomic_forces_ev_per_a": [[0.511, 0.595, 0.699], [0.306, 0.553, 1.090], [-0.631, -1.151, 0.703], [1.227, 0.052, -1.447], [-1.125, -0.631, 1.446], [0.744, 0.671, -1.329], [-0.072, 1.387, -0.271], [0.333, -0.843, -1.852], [0.059, -0.122, -0.240], [-0.172, -0.202, -0.097], [-0.097, -0.110, -0.421], [-0.427, 0.650, -0.185], [-0.072, 0.144, 0.002], [-0.452, -0.565, 0.982], [0.353, -0.431, 0.178], [-0.504, -0.008, 0.723], [-0.034, -0.876, -0.420], [0.049, -0.404, 0.355], [-0.685, 1.102, -0.158], [0.391, -0.143, 0.270], [0.151, 0.846, 0.262], [-0.647, 0.139, -0.017], [-0.037, 0.255, -0.102], [0.060, 0.150, -0.192], [0.536, -0.687, 0.431], [0.328, 0.102, 0.333], [-0.093, -0.472, -0.742]]
}